Density functional theory data (ωB97M-V/def2-TZVPD) for the ion C7H14NOS with charge +1 at a distorted geometry.

Its HOMO energy (alpha / beta) is -13.478 / -13.478 eV. The value obtained for the HOMO-LUMO gap (alpha / beta) is 7.411 / 7.408 eV.

Structure (ORCA input):
```
! wB97M-V def2-TZVPD RIJCOSX def2/J DEFGRID3
* xyz 1 1
H -0.5272 -0.5579 -2.1667
C -2.1797 0.7509 -0.1593
H -1.1902 -2.1080 -1.6271
C -0.3685 -1.4083 -1.5091
H -1.4330 2.4208 1.0099
H 0.5499 -1.9061 -1.8093
O 2.9038 1.2321 -0.3771
H -1.5113 -0.3058 1.5938
C -0.2795 -0.9499 -0.0476
C 0.1362 1.7145 -0.0698
H -2.3404 -1.3129 0.4089
C -1.2593 1.9608 0.0180
H 0.0700 -1.8011 0.5527
C 2.9043 -0.8624 1.2043
S 2.3781 -0.1053 -0.3882
H 0.9899 2.3632 -0.1022
C -1.6287 -0.4955 0.5246
N 0.7078 0.0716 0.0967
H 2.2293 -1.6637 1.4862
H 2.9345 -0.0861 1.9638
H -2.3150 0.5552 -1.2236
H -1.5144 2.7715 -0.6823
H -3.1596 0.9832 0.2551
H 3.9031 -1.2606 1.0482
*
```

***

Density functional theory data (ωB97M-V/def2-TZVPD) for a cluster of 8 separate species, C4H24N2O9 in total at a distorted geometry.

Its HOMO energy is -9.784 eV. Its SMILES is NCC[C@@H](N)C(=O)O.O.O.O.O.O.O.O. The value obtained for the HOMO-LUMO gap is 9.749 eV.

Structure (ORCA input):
```
! wB97M-V def2-TZVPD RIJCOSX def2/J DEFGRID3
* xyz 0 1
H 0.1237 -0.2095 -1.7918
H -0.1639 -1.3898 -2.6331
C 0.8244 -2.5557 -0.4565
O 2.4235 -1.8421 1.8340
H -2.9086 -0.1464 -1.6441
N -1.4003 -1.2143 -0.0134
H 2.3019 -2.0713 -2.1165
H -4.0334 0.2118 -0.7362
H 1.2357 -2.1981 0.5840
N 0.6308 -0.8726 -2.3822
H 3.2093 2.1082 1.0432
O -0.8656 0.2367 3.4750
H -0.9305 -3.3134 0.7156
H -0.9173 3.1364 -2.1194
H -0.7204 -0.5063 0.1108
H -1.7064 0.3154 3.8306
H -2.1882 2.4630 -2.9574
O -2.4720 2.8761 1.7493
C 1.5198 -1.5458 -1.4487
C -0.7508 -2.5880 -0.1663
H -0.0098 1.8181 -0.5675
H 2.0936 -2.2155 2.7080
H -3.0909 2.9530 0.9891
H -1.1886 -3.0829 -0.9843
H 2.7758 3.3242 1.8705
H 2.9792 -1.0790 2.0379
O -3.8913 0.0106 -1.7184
O -1.6522 3.2508 -2.8104
H -1.7364 3.1631 1.4195
H -0.6331 0.4048 2.6489
O -0.9551 2.0858 -0.3886
O 3.3260 -0.2860 -0.4758
H 1.3740 -3.4665 -0.5919
H -1.8487 -1.0444 0.7537
H -1.2354 1.5656 0.3373
C 2.0004 -0.4344 -0.5205
H 3.8547 -0.8733 -1.1247
O 1.2326 0.4853 -0.1926
O 3.3934 2.5264 1.7329
*
```

***

Density functional theory data (ωB97M-V/def2-TZVPD) for a structure of composition C4H5F2N at a distorted geometry.

Its HOMO energy is -9.765 eV. The value obtained for the HOMO-LUMO gap is 10.719 eV.

Structure (ORCA input):
```
! wB97M-V def2-TZVPD RIJCOSX def2/J DEFGRID3
* xyz 0 1
C -1.0936 0.8037 -0.3043
C -0.5268 -0.1501 0.5955
C 1.6910 -0.0156 -0.1188
H -1.6837 1.6207 0.1622
H 1.0144 -1.7637 0.1510
F 1.6857 1.3170 0.0997
C 0.7173 -0.8261 0.0492
H -0.4260 0.1562 1.9082
H -0.8019 1.0959 -1.3572
H -1.6766 -1.1944 -0.9099
F 2.9320 -0.5129 -0.1498
N -1.8318 -0.5307 -0.1258
*
```

***

Density functional theory data (ωB97M-V/def2-TZVPD) for a structure of composition C32H29N4O2S3SiSr at a distorted geometry.

Its HOMO energy is -4.039 eV. The value obtained for the HOMO-LUMO gap is 6.372 eV.

Structure (ORCA input):
```
! wB97M-V def2-TZVPD RIJCOSX def2/J DEFGRID3
* xyz -1 1
C -1.2198 -3.9444 -2.0697
C 1.4787 -1.3722 6.0106
C -0.2475 1.8615 5.3934
H 7.5582 -3.0758 1.1785
C -4.4948 0.4093 1.6845
H -2.5497 3.9833 -6.8420
C -2.2689 4.2948 -2.5453
N 0.4326 0.9257 3.3025
C -2.9592 -0.9861 0.3574
N 1.6686 -0.9106 1.8401
H 3.5412 -4.3852 0.4032
N -0.8051 2.7254 -0.7915
C -2.3083 0.1221 0.8234
H -0.6021 2.6718 3.4069
O 1.3232 -3.2074 0.8362
S -4.6690 -1.0707 0.8425
H -1.4692 3.9518 0.7082
C 3.7992 -2.3408 0.9342
H 2.4485 -3.2391 5.7293
H 0.7200 3.8111 -5.4055
H 0.2576 0.7737 7.1630
H 6.7152 -0.7960 1.6346
H 4.2705 -0.3363 1.4976
H -2.4778 1.0069 -6.3243
S 0.0407 1.0277 -2.5974
C -0.1625 1.8679 3.9883
C -1.5405 3.2308 -3.0477
C 1.6041 -1.1505 3.1842
C 2.1109 -2.2567 3.8501
C -2.5403 4.1647 -5.7643
C 4.2600 -3.6175 0.6619
C 2.0439 -2.3575 5.2465
H -0.7313 -4.6568 -2.7198
C 0.9279 -0.2366 5.3781
C 0.2004 2.8859 -5.6665
H -2.9574 1.8412 2.0743
H -2.8407 4.9214 -3.2233
Si -1.5189 2.8190 -4.8841
C 4.6694 -1.3203 1.2835
H -2.1236 5.1620 -5.6002
C -3.0713 -3.2487 -0.7237
C -2.3965 -2.0481 -0.4581
C 6.4988 -2.8658 1.0996
C -0.5984 -2.7575 -1.7208
C -3.2291 0.9068 1.5929
O 1.9812 -1.2722 -0.5195
C -2.3681 1.1728 -5.2487
H -2.8465 5.3986 -0.7760
H -3.3606 1.1341 -4.7937
C -1.5147 3.7645 -0.3618
N -1.1584 -1.8391 -0.9410
C 0.2996 0.8149 6.0806
H 0.3998 -2.5242 -2.0744
Sr 0.2429 -0.0673 0.2502
H -1.7720 0.3660 -4.8241
H -5.3507 0.8250 2.1987
H 2.5557 -3.0540 3.2702
H 1.4305 -1.4556 7.0896
C -2.2726 4.5753 -1.1816
H -3.5788 4.1720 -5.4226
C 0.9752 -0.1221 3.9656
C 6.0270 -1.5867 1.3660
H 5.9913 -4.8729 0.5280
S 2.0587 -1.9688 0.7540
C 5.6198 -3.8795 0.7437
H -0.7470 2.6718 5.9075
H -4.0446 -3.4242 -0.2864
H 0.7909 2.0520 -5.2933
H 0.1431 2.8242 -6.7572
C -2.4777 -4.1932 -1.5358
H -2.9928 -5.1228 -1.7480
C -0.8191 2.4273 -2.1109
*
```

***

Density functional theory data (ωB97M-V/def2-TZVPD) for the ion C14H29I2N3O2P with charge +1 at a distorted geometry.

Its HOMO energy is -11.880 eV. Its SMILES is [H]/N=C(/C)C[C@H]1C[N@@+](NCCCC)([C@@H](I)[C@H](C)I)[C@@H](P(C)O)O1. The value obtained for the HOMO-LUMO gap is 8.947 eV.

Structure (ORCA input):
```
! wB97M-V def2-TZVPD RIJCOSX def2/J DEFGRID3
* xyz 1 1
C -1.4207 0.6001 -0.9368
H 3.2546 1.6941 -2.3885
H -0.9199 1.4996 -1.2716
C -3.0288 2.0240 0.2332
H 5.6578 2.8689 0.4401
H -3.3549 1.1183 -1.6604
H -2.9700 4.1690 0.1569
H -1.3827 -0.1363 1.0275
C 3.8124 2.2893 -0.4346
C 3.1947 1.2652 -1.3988
H 1.4322 1.8085 -0.3686
O -1.0166 -0.3846 -1.9158
H 0.5653 -1.4707 -2.1637
N -3.6174 1.9179 1.3348
H -1.4314 -2.4568 1.2451
I 2.1966 -1.0989 2.3914
H 2.2157 -1.0088 -0.8463
H -0.2365 1.0673 0.8042
H -0.3683 -1.8321 3.9612
P -1.1841 -2.9707 -1.5887
C -0.6251 0.1835 0.3231
H 3.3770 2.1498 0.5513
N 1.6709 -0.2905 -0.3885
C -0.9169 -1.5291 3.0861
I -0.1204 -4.3457 2.5676
C 1.7217 1.0002 -1.0240
C -0.5409 -2.3461 1.8428
H 5.8121 2.4366 -1.2426
H -3.2176 -3.6015 -0.4162
C -2.4231 3.3104 -0.2030
H -3.9688 0.9744 1.4908
C -2.8730 0.8363 -0.7317
H -3.4067 0.0096 -0.2827
C 0.6802 -1.9015 1.0404
H 3.7934 0.3625 -1.3193
H -1.9657 -1.7377 3.2758
C 5.3228 2.1672 -0.3150
N 0.3478 -0.8275 -0.0465
H 1.1307 1.1063 -1.9401
H -3.4742 -2.2843 -1.5420
C -2.8171 -2.6628 -0.7755
H 3.5589 3.3004 -0.7421
H -1.1598 -4.5474 -0.1068
H -1.3859 3.3416 0.1135
H 1.1638 -2.7005 0.5097
H -0.8432 -0.4613 2.9224
C -0.1794 -1.3701 -1.3886
H -2.3983 3.3678 -1.2863
H -2.7851 -1.9597 0.0480
H 5.6216 1.1857 0.0289
O -0.4605 -4.1426 -0.6505
*
```

***

Density functional theory data (ωB97M-V/def2-TZVPD) for a structure of composition C34H45BrIN4O6S2SiZr at a distorted geometry.

Its HOMO energy is -9.974 eV. The value obtained for the HOMO-LUMO gap is 7.464 eV.

Structure (ORCA input):
```
! wB97M-V def2-TZVPD RIJCOSX def2/J DEFGRID3
* xyz 1 1
Br -4.4876 -0.0838 -5.5658
C 3.7149 -2.1787 -1.0055
C -2.7346 -2.8537 0.2960
O 0.3317 -0.4940 -0.8406
H 0.4067 -2.6381 -4.5923
H 5.5291 -2.7151 1.9943
H 0.7524 1.6216 7.0919
C -2.7055 0.0872 -6.1635
H 3.5018 -3.3633 2.9560
S 4.9695 -1.7167 0.1361
Zr -0.1929 0.2438 0.8354
C -0.3337 0.1475 -5.7872
C 3.8809 -3.2891 -1.7389
C 1.3167 3.2957 1.4673
C -0.1533 1.5771 6.4886
H -3.9419 3.7035 3.3219
O 0.8135 -1.3296 1.9193
H -1.0488 0.6856 -9.0505
C -2.3784 3.1139 -1.8599
O 1.9337 0.4798 1.4336
C 1.4886 -2.7706 -4.6816
O -1.3919 1.6817 -0.2807
H 0.8032 1.7587 -1.6337
C 1.8214 -1.4484 -2.5510
N 0.1923 2.6592 1.5351
C -2.4280 5.2196 3.5305
H -2.0507 3.9843 -2.4257
C 1.8956 -0.6535 2.0009
H 2.8539 -0.1943 -0.9773
H -4.9543 -0.6220 0.7525
Si -2.5435 -1.1370 1.0415
H -2.2126 -1.9474 3.3944
H -2.9110 2.4399 -2.5375
H 0.0076 -1.6944 5.4739
H 0.9635 -0.9814 6.7924
C -1.2051 0.4955 -7.9964
H 1.8579 -1.9997 -5.3651
H 2.2058 2.8648 1.0242
C -0.1227 0.4061 -7.1324
O 6.2698 -2.0794 -0.3416
H 0.5111 0.0719 -5.1143
C 3.0534 -3.5430 -2.9052
H -2.0177 -3.5696 0.7070
N 4.6936 -2.7189 1.4171
C -1.1248 5.5894 3.2834
H -2.6077 -2.8442 -0.7917
H -0.8016 -1.1005 6.9345
H -3.7418 -3.2218 0.5104
H 1.4176 -3.6859 -0.8963
O 4.7099 -0.3463 0.4948
C -1.2274 2.3695 -1.2900
H 0.3800 -2.8935 0.2933
C 3.4313 -2.6300 2.1585
C 0.0233 -0.9278 6.2444
H 1.5290 -0.5667 -3.1117
H -4.0772 -0.2595 -0.7395
C -4.0325 -0.1902 0.3533
C -0.3060 0.5041 4.3387
H -3.1433 -0.4432 3.3859
S 1.3585 4.8578 2.1638
I -1.8472 -0.4520 -3.2713
H 3.8894 -0.5497 2.6976
H 1.6895 -3.7426 -5.1308
H -2.4928 2.1205 2.1219
H 4.7214 -3.9428 -1.5317
C 0.1028 2.5274 -1.9414
H -0.2166 -3.1851 -1.3429
C 3.0508 -1.2376 2.7483
H -3.3452 0.4135 -8.1759
C -1.6226 -0.0211 -5.2993
H 3.2587 -4.4285 -3.4950
C -2.9948 -1.3939 2.8632
C -2.9134 3.9700 3.1153
H -4.0208 0.8750 0.6083
H 2.6360 -2.9626 1.4916
H -0.0091 2.5206 -3.0258
H 0.4884 3.5131 -1.6563
C -0.3051 4.6801 2.6134
N -0.4864 0.5928 3.2015
H -0.2218 2.4727 5.8767
C 2.6269 -1.2138 -1.2533
C 2.1593 -2.6417 -3.3468
H -0.7500 6.5574 3.5910
H 0.8863 0.5336 -7.5022
H -1.0205 1.5276 7.1469
C -2.4945 0.3407 -7.5116
C -0.7769 3.4355 2.1947
H 2.7337 -1.3552 3.7864
N -0.1092 0.3935 5.6254
H -3.9234 -1.9687 2.9399
C -2.1061 3.0779 2.4458
H -3.0893 5.9061 4.0434
C 0.6639 -2.9174 -0.7543
C 1.1666 -1.5730 -1.1995
H -3.0698 3.4008 -1.0682
*
```